Entry 1:
21
Properties=species:S:1:pos:R:3:forces:R:3 method="wB97M-V/def2-TZVPD" energy_ev=-10875.6507 e_lumo_ha=0.030 de_lowest_kcal_mol=46.7 multiplicity=1 gap_ev=7.8527 total_charge=0 fmax_ev_per_a=2.2
H -1.34753 -1.14264 1.76639 0.049 -0.086 0.017
C -2.06296 -0.32430 1.70920 0.010 0.160 -0.203
N 1.02305 1.58676 -1.79372 0.501 0.407 0.091
C 1.30142 -0.35714 -0.35367 1.337 -0.561 -1.629
H -2.04832 0.21343 2.65372 0.025 0.032 0.163
H -0.56240 0.85843 0.64092 -1.815 0.273 0.283
N 1.03685 -1.73373 -0.10923 -0.423 0.378 0.255
H -1.20837 -0.71604 -0.74084 -0.465 0.573 0.021
N 2.15088 0.25005 0.60236 -0.618 -0.341 0.550
H 2.75535 0.97752 0.26245 0.006 0.026 -0.333
H -3.05906 -0.74168 1.55967 -0.038 0.042 -0.022
C -1.69264 0.61348 0.56575 1.695 -0.140 0.326
H 0.19478 1.93066 -2.25883 -0.015 0.040 0.090
H 0.45099 -0.36626 -2.29240 -0.029 -0.133 0.105
H -2.34450 1.48852 0.55893 0.341 0.142 0.073
C 0.94235 0.21220 -1.52298 -0.336 -0.205 0.964
O -1.85578 0.01311 -0.69457 -0.191 -0.843 -0.535
H 2.69671 -0.42772 1.12727 -0.291 0.245 -0.066
H 1.18907 2.12190 -0.94732 -0.178 0.073 -0.220
H 0.59784 -2.19076 -0.89678 0.026 0.086 0.001
H 1.84226 -2.26580 0.16368 0.408 -0.168 0.067


Entry 2:
88
Properties=species:S:1:pos:R:3:forces:R:3 method="wB97M-V/def2-TZVPD" energy_ev=-137888.4662 e_lumo_ha="-0.004 / -0.004" de_lowest_kcal_mol=7.5 multiplicity=1 gap_ev="4.0088 / 3.9278" total_charge=0 fmax_ev_per_a=4.1
H 0.63515 -1.06439 4.32109 0.000 0.245 0.362
H -6.05046 1.88707 1.40297 -0.150 -0.137 -0.303
C 0.70737 1.05270 7.00227 0.365 0.300 -0.111
H -3.84220 -2.08616 -2.08240 0.165 0.016 0.053
H -2.30429 1.32572 -2.82814 0.111 0.374 0.219
C 1.81081 0.74258 4.45057 0.447 0.829 0.134
C -2.74818 -1.41828 1.99170 -0.555 0.075 -0.206
C 1.02116 -2.20893 -2.22262 2.122 -3.461 0.415
H -4.49841 -2.17899 -0.47019 0.125 0.114 0.085
H 2.62207 -5.61269 -6.80113 -0.191 0.281 0.395
Br -0.71957 1.23256 1.84164 2.974 1.815 1.780
C 0.92123 -0.22217 4.95178 0.457 0.047 -0.224
H 0.16723 -2.95668 0.34404 0.336 0.136 0.393
C 0.41591 -0.07847 6.24495 -0.098 0.124 -0.374
H -4.62040 -1.02187 3.07967 0.152 -0.210 -0.239
H 3.35981 -7.18060 -3.09454 -0.142 0.192 0.087
H 1.61607 4.49541 -0.72491 -0.238 -0.123 -0.261
H -3.58528 2.24784 1.38271 -0.103 -0.332 0.115
H 2.59614 -0.16422 -1.79047 -0.165 -0.226 0.523
H 4.68093 -0.62161 2.23340 -0.269 0.231 0.470
C 1.22966 -3.06982 -3.13412 -1.117 2.693 2.568
H -4.04258 -2.69650 3.14714 -0.223 0.107 -0.020
N 3.05783 -6.41880 -4.97090 -0.024 -0.133 -0.397
H -4.13583 1.07182 2.57723 0.077 0.105 -0.317
H -4.80976 -2.10056 1.66234 0.193 0.166 0.297
H 0.18288 4.63414 -1.75660 0.496 -0.570 0.020
H 1.78772 4.17710 -2.43848 -0.435 -0.176 0.233
H 2.18045 -5.34650 -1.94422 -0.136 0.330 0.145
P 0.01775 1.41095 -2.45642 0.830 3.295 1.220
H 1.91591 2.43390 -3.58963 -0.263 -0.050 -0.051
C 1.61991 1.99340 6.51408 -0.093 0.305 0.234
H 0.91025 -1.95102 2.54198 -0.365 0.329 -0.399
H -3.89835 0.17231 -1.21511 0.155 0.092 0.090
H -1.89725 1.81759 -1.18057 0.304 -0.160 -0.498
C 1.80295 -4.36902 -5.18772 0.563 -0.663 0.135
C 2.24131 -5.31278 -3.02000 0.235 0.071 -0.316
H -5.85951 0.21071 0.83172 0.160 0.279 -0.044
H 0.22222 1.23117 7.96239 0.222 -0.236 -0.201
C 2.14048 -0.51209 -0.85334 1.152 0.190 0.755
H -1.63616 3.93646 -3.39818 -0.028 -0.099 0.248
H -0.71078 2.20702 -5.18660 0.056 0.166 0.033
C 4.11655 -0.43049 3.16537 0.352 0.188 0.201
C -5.40623 1.21294 0.82155 -0.200 0.207 0.355
H -2.07345 -1.23128 2.85109 -0.244 0.122 -0.448
C 2.44170 0.13356 0.34616 -0.135 -0.357 -0.695
H 3.89035 2.84919 3.00983 -0.208 -0.313 -0.010
H 1.89634 2.87460 7.10716 -0.237 -0.432 -0.214
H -2.28945 -2.24000 1.40824 -0.220 0.351 0.228
P 2.69838 0.67561 2.86470 -1.199 -0.986 -0.048
C 1.02852 1.88139 -3.93076 -0.029 0.285 -0.701
C 0.26269 2.66384 -4.98254 0.443 0.288 -0.717
C 1.82407 -0.21451 1.57526 1.864 -0.233 -1.024
H -5.38520 1.58953 -0.21175 0.061 -0.201 0.282
C 1.09893 4.03153 -1.58511 0.108 0.064 0.165
H 1.41986 0.97004 -4.42045 -0.318 0.290 0.460
H 1.80095 2.05748 -0.95200 -0.396 0.401 -0.036
H 0.17947 2.48022 -0.33545 0.577 0.036 -0.237
H 3.93967 2.22589 1.36424 -0.022 -0.327 0.416
C 2.90979 -6.36091 -3.65097 -0.380 0.647 -0.327
C -4.03059 1.24427 1.49313 -0.262 -0.311 -0.135
C -3.59256 -1.92273 -1.02571 -0.202 -0.240 -0.359
C 1.34253 -1.65799 -0.85200 -0.650 0.526 -0.615
H 0.84401 2.63483 -5.91324 -0.254 0.083 -0.003
C 1.13959 -1.44806 1.60023 0.040 -0.098 -0.388
C 3.30735 2.30730 2.25527 -0.193 0.074 0.144
H -2.22526 -0.32028 -1.43074 -0.311 -0.138 0.470
C 0.83242 -2.09003 0.38578 0.003 -0.270 -0.130
C 1.72898 -4.23066 -3.78131 0.261 -1.102 -0.984
H 3.23819 0.88789 0.31477 -0.769 -0.251 -0.157
C 2.49228 -5.46851 -5.72160 -0.088 0.020 0.523
C -1.68342 2.03051 -2.24990 -0.693 0.552 -0.509
H 4.77018 -0.04193 3.96734 -0.209 -0.258 -0.383
Pd -0.01174 -0.66601 -2.77763 -1.077 -2.569 -1.140
C -2.13192 3.46759 -2.54211 -0.723 0.373 -0.074
C -4.14388 -1.81976 2.49146 0.177 -0.500 0.206
H 3.65597 -1.37920 3.48324 0.234 0.281 -0.014
H 0.14373 3.72368 -4.73425 -0.169 -0.227 0.118
H 1.37846 -3.66531 -5.88962 -0.046 0.279 0.292
C -3.12116 -0.48436 -0.79892 -1.193 -0.763 -0.699
H -0.24250 -0.83796 6.65040 -0.047 0.075 -0.123
P -2.74071 0.07143 0.89748 -0.648 -0.724 -1.050
C 0.84582 2.54237 -1.21924 -0.206 -0.197 0.203
C 2.17512 1.83778 5.25419 -0.111 -0.337 -0.229
H -3.20030 3.42463 -2.78071 0.050 0.029 -0.198
H 2.86568 2.57831 4.84577 -0.237 -0.137 0.381
H -2.12519 4.15929 -1.68558 0.551 -0.351 -0.141
H 2.45120 2.91690 1.95371 -0.137 -0.186 0.236
H -2.81944 -2.65097 -0.77217 -0.004 0.009 0.056